[1]
A cluster of 6 separate species, H12O6 in total in a non-equilibrium geometry, computed with ωB97M-V/def2-TZVPD.

The relative energy (zero: lowest compared OMol25 entry of this formula, charge and spin) is 64.7 kcal/mol. Its total energy is -458.56938 a.u. Its SMILES is O.O.O.O.O.O.

```
! RIJCOSX wB97M-V def2-TZVPD def2/J DEFGRID3
* xyz 0 1
O 1.91 -0.11 1.70
H 1.26 -0.22 0.95
H 2.18 0.81 1.49
O 0.41 -2.48 -0.11
H -0.13 -3.27 0.00
H 1.31 -2.97 -0.04
O -1.17 2.39 -1.36
H -0.92 1.68 -0.80
H -0.99 3.28 -0.85
O -1.03 1.51 1.64
H -0.15 2.10 1.81
H -1.27 0.69 2.13
O -0.18 0.13 -0.14
H -0.19 -0.80 -0.16
H -0.67 0.40 0.57
O -0.19 -1.02 -2.64
H -0.06 -1.82 -2.10
H -0.12 -0.28 -2.09
*
```


[2]
A structure of composition C48H40BrF4NNaP3S3Se2, computed with ωB97M-V/def2-TZVPD.

Its total energy is -12065.24273 a.u.

```
! RIJCOSX wB97M-V def2-TZVPD def2/J DEFGRID3
* xyz -2 1
Na -0.27 0.65 -0.12
S 1.78 -0.54 3.59
P 1.43 1.43 3.22
C 0.63 1.77 1.79
P 0.22 3.21 1.08
S -1.48 3.15 -0.07
C 0.11 4.68 2.18
C 1.23 5.44 2.50
C 1.13 6.51 3.38
C -0.09 6.82 3.97
C -1.21 6.05 3.67
C -1.11 5.00 2.78
C 1.45 3.82 -0.19
C 1.45 5.13 -0.64
C 2.31 5.53 -1.65
C 3.18 4.62 -2.24
C 3.15 3.29 -1.82
C 2.29 2.91 -0.80
C 3.08 2.24 3.46
C 3.83 2.59 2.35
C 5.09 3.16 2.48
C 5.62 3.39 3.74
C 4.89 3.01 4.86
C 3.64 2.43 4.72
C 0.55 2.08 4.72
C 0.74 3.38 5.20
C 0.01 3.86 6.27
C -0.93 3.06 6.89
C -1.14 1.77 6.43
C -0.40 1.29 5.36
H 2.20 5.19 2.08
H 2.01 7.10 3.62
H -0.17 7.66 4.65
H -2.16 6.28 4.13
H -1.98 4.40 2.52
H 0.76 5.85 -0.22
H 2.31 6.56 -1.99
H 3.85 4.93 -3.03
H 3.80 2.56 -2.28
H 2.29 1.88 -0.47
H 3.42 2.40 1.37
H 5.65 3.43 1.59
H 6.59 3.86 3.85
H 5.30 3.17 5.85
H 3.10 2.12 5.60
H 1.46 4.03 4.72
H 0.19 4.88 6.62
H -1.51 3.44 7.73
H -1.87 1.12 6.90
H -0.52 0.27 5.03
C -2.76 -1.93 3.70
Se -2.02 -0.41 2.74
C -3.50 -0.24 1.48
C -3.59 -1.38 0.48
Se -1.93 -1.70 -0.49
C -1.25 -3.20 0.54
H -1.99 -2.25 4.41
H -2.98 -2.77 3.04
H -3.66 -1.66 4.25
H -3.30 0.70 0.96
H -4.43 -0.13 2.03
H -4.33 -1.15 -0.29
H -3.88 -2.32 0.95
H -1.93 -4.04 0.48
H -1.07 -2.90 1.58
H -0.30 -3.47 0.09
F 4.89 -5.06 -2.93
C 3.84 -4.24 -3.00
C 2.97 -4.31 -4.07
F 3.19 -5.20 -5.04
C 1.89 -3.44 -4.12
F 1.13 -3.55 -5.22
C 1.62 -2.51 -3.14
P 0.10 -1.34 -3.04
C -1.10 -2.40 -3.92
C -1.25 -3.73 -3.53
C -2.23 -4.54 -4.09
C -3.09 -4.02 -5.04
C -2.97 -2.69 -5.42
C -1.99 -1.89 -4.86
C 0.77 -0.23 -4.35
C 0.79 -0.49 -5.71
C 1.33 0.42 -6.60
C 1.86 1.62 -6.14
C 1.84 1.90 -4.78
C 1.30 0.98 -3.90
C 2.54 -2.45 -2.08
Br 2.43 -1.20 -0.65
C 3.63 -3.30 -2.01
F 4.51 -3.25 -1.01
H -0.59 -4.15 -2.78
H -2.32 -5.57 -3.77
H -3.86 -4.64 -5.47
H -3.65 -2.27 -6.15
H -1.93 -0.85 -5.15
H 0.38 -1.42 -6.09
H 1.33 0.21 -7.66
H 2.27 2.34 -6.83
H 2.22 2.84 -4.40
H 1.26 1.23 -2.84
S -2.81 2.30 -4.56
C -2.13 1.21 -3.52
N -1.68 0.38 -2.83
*
```


[3]
A structure of composition C22H27IrN5 in a non-equilibrium geometry, computed with ωB97M-V/def2-TZVPD.

The relative energy (zero: lowest compared OMol25 entry of this formula, charge and spin) is 37.9 kcal/mol. Its total energy is -1232.10302 a.u. The expectation value of S² is 1.11.

```
! RIJCOSX wB97M-V def2-TZVPD def2/J DEFGRID3
* xyz 2 2
Ir 0.29 0.50 0.02
C 1.76 0.61 2.54
N 0.33 0.56 2.17
C -0.37 1.81 2.54
C -1.58 2.02 1.68
C -2.65 2.80 2.06
C -3.68 3.02 1.16
C -3.61 2.44 -0.10
C -2.52 1.66 -0.41
N -1.52 1.46 0.46
C -0.34 -0.63 2.78
C -0.95 -1.59 1.80
C -1.64 -2.71 2.23
C -2.17 -3.56 1.28
C -1.99 -3.27 -0.07
C -1.29 -2.14 -0.41
N -0.78 -1.31 0.52
C 2.55 -0.34 1.68
C 3.78 -0.85 2.05
C 4.49 -1.62 1.15
C 3.94 -1.89 -0.10
C 2.70 -1.36 -0.40
N 2.02 -0.59 0.47
H 1.92 0.42 3.60
H 2.13 1.61 2.33
H 0.31 2.65 2.35
H -0.62 1.84 3.61
H -2.67 3.23 3.05
H -4.52 3.64 1.43
H -4.39 2.59 -0.83
H -2.42 1.18 -1.37
H -1.11 -0.30 3.47
H 0.39 -1.18 3.38
H -1.76 -2.91 3.29
H -2.71 -4.45 1.58
H -2.39 -3.91 -0.84
H -1.12 -1.86 -1.44
H 4.18 -0.62 3.03
H 5.46 -2.02 1.42
H 4.46 -2.50 -0.82
H 2.22 -1.55 -1.35
C 0.57 -0.79 -3.75
C 0.42 0.64 -3.21
C 1.59 1.51 -3.70
C -0.90 1.23 -3.74
N 0.39 0.65 -1.78
H 0.65 -0.74 -4.84
H -0.29 -1.40 -3.49
H 1.48 -1.25 -3.36
H 1.59 1.51 -4.78
H 2.54 1.11 -3.34
H 1.49 2.53 -3.34
H -0.86 1.25 -4.83
H -1.04 2.25 -3.38
H -1.75 0.62 -3.44
*
```


[4]
A structure of composition C5H8O2Sm in a non-equilibrium geometry, computed with ωB97M-V/def2-TZVPD.

Its total energy is -1002.93600 a.u. The expectation value of S² is 12.01.

```
! RIJCOSX wB97M-V def2-TZVPD def2/J DEFGRID3
* xyz 2 7
O 0.32 -0.14 0.06
C -0.08 1.02 -0.30
Sm 1.25 3.48 -0.77
O -1.34 1.06 -0.64
C -2.21 -0.03 -0.55
C -3.48 0.20 -0.25
H -4.20 -0.62 -0.32
H -1.77 -1.01 -0.72
H -3.85 1.21 -0.06
H 1.52 -0.78 -0.85
C 1.76 -0.37 1.10
H 2.06 0.66 1.34
H 1.33 -1.04 1.85
C 2.53 -1.02 0.04
H 3.50 -0.55 -0.15
H 2.65 -2.09 0.22
*
```